This record from OMol25 describes a cluster of 4 separate species, C54H61NO16 in total in a non-equilibrium geometry. The level of theory is wB97M-V/def2-TZVPD.

Output
SMILES string	CCCCCCCCCCCCCCCCCCc1c(N(C(C)=O)C(C)=O)ccc2c1C(=O)c1ccccc1C2=O.O=C1C=C(O)C(=O)C=C1O.O=C1C=C(O)C(=O)C=C1O.O=C1C=C(O)C(=O)C=C1O
E_tot	-3352.2146	hartree
energy relative to the best compared isomer or geometry (same formula, charge and spin)	406.7	kcal per mole
gap between HOMO and LUMO	7.2	eV

ORCA input file:
```
! RIJCOSX wB97M-V def2-TZVPD def2/J DEFGRID3
* xyz 0 1
C -1.47 10.55 -1.12
C -2.26 11.57 -2.09
C -3.86 11.61 -1.85
C -4.55 10.15 -1.79
C -4.05 9.14 -2.97
C -5.18 8.04 -3.30
C -5.00 6.64 -2.47
C -6.25 5.70 -2.89
C -6.32 4.30 -2.07
C -5.79 4.38 -0.55
C -6.27 3.05 0.22
C -5.56 2.91 1.68
C -4.34 1.85 1.71
C -4.90 0.32 1.82
C -3.68 -0.74 1.60
C -2.86 -1.05 2.96
C -2.78 -2.64 3.28
C -1.63 -3.41 2.42
C -0.14 -2.80 2.71
C 0.49 -2.90 4.18
N -0.29 -3.52 5.28
C 0.38 -3.38 6.61
C 1.61 -4.43 6.89
O 0.08 -2.50 7.48
C -0.50 -4.98 5.09
C 0.33 -5.96 4.12
O -1.46 -5.50 5.77
C 1.95 -2.32 4.34
C 2.76 -1.64 3.14
C 2.09 -1.55 1.73
C 0.62 -2.14 1.50
C 0.04 -1.98 0.02
O -1.13 -1.62 -0.31
C 1.10 -2.27 -1.19
C 0.75 -3.07 -2.49
C 1.94 -3.25 -3.55
C 3.38 -2.61 -3.33
C 3.73 -1.80 -2.00
C 2.56 -1.67 -0.95
C 2.85 -0.90 0.45
O 3.58 0.14 0.53
H -0.41 10.38 -1.57
H -1.36 11.01 -0.06
H -1.97 9.52 -1.04
H -1.86 12.64 -1.84
H -2.03 11.34 -3.20
H -4.33 12.20 -2.72
H -4.06 12.12 -0.84
H -4.37 9.66 -0.76
H -5.69 10.27 -1.91
H -3.88 9.77 -3.93
H -3.05 8.60 -2.69
H -6.23 8.45 -3.01
H -5.25 7.82 -4.44
H -4.95 6.89 -1.35
H -3.99 6.20 -2.82
H -7.23 6.30 -2.77
H -6.12 5.45 -4.01
H -7.45 3.98 -2.09
H -5.73 3.52 -2.69
H -4.62 4.44 -0.56
H -6.25 5.31 -0.04
H -7.42 3.14 0.37
H -6.03 2.13 -0.44
H -6.36 2.65 2.47
H -5.17 3.97 1.97
H -3.69 2.01 0.76
H -3.67 2.13 2.61
H -5.60 0.17 0.90
H -5.49 0.13 2.79
H -2.95 -0.23 0.87
H -4.12 -1.73 1.20
H -1.81 -0.60 2.90
H -3.40 -0.56 3.87
H -2.56 -2.74 4.40
H -3.80 -3.15 3.09
H -1.70 -4.54 2.73
H -1.92 -3.37 1.31
H 2.11 -4.78 5.90
H 2.46 -3.92 7.50
H 1.21 -5.37 7.41
H 0.72 -6.82 4.79
H 1.16 -5.46 3.52
H -0.44 -6.43 3.39
H 2.53 -2.37 5.34
H 3.83 -1.23 3.28
H -0.28 -3.53 -2.65
H 1.77 -3.85 -4.53
H 4.22 -2.70 -4.10
H 4.77 -1.33 -1.80
C 4.33 -7.36 -5.01
C 4.95 -8.43 -4.49
C 5.18 -8.55 -3.03
O 5.74 -9.54 -2.58
C 4.73 -7.45 -2.16
C 4.11 -6.39 -2.68
C 3.86 -6.28 -4.15
O 3.27 -5.30 -4.60
O 3.69 -5.36 -1.89
O 5.40 -9.44 -5.28
H 4.16 -7.26 -6.08
H 4.92 -7.55 -1.10
H 3.27 -4.71 -2.49
H 5.81 -10.08 -4.67
C -1.96 3.60 5.87
C -1.68 4.85 6.24
C -0.85 5.74 5.38
O -0.63 6.89 5.74
C -0.33 5.20 4.12
C -0.61 3.95 3.75
C -1.46 3.06 4.60
O -1.71 1.93 4.22
O -0.13 3.43 2.58
O -2.13 5.36 7.42
H -2.56 2.94 6.48
H 0.28 5.85 3.51
H -0.47 2.51 2.55
H -1.80 6.27 7.45
C 9.94 -6.21 -5.98
C 10.90 -6.83 -5.29
C 10.68 -8.17 -4.68
O 11.58 -8.72 -4.07
C 9.36 -8.79 -4.85
C 8.40 -8.17 -5.54
C 8.63 -6.84 -6.17
O 7.73 -6.31 -6.81
O 7.16 -8.74 -5.70
O 12.12 -6.25 -5.11
H 10.09 -5.23 -6.43
H 9.20 -9.76 -4.39
H 6.65 -8.10 -6.24
H 12.64 -6.89 -4.58
*
```